(1)
89
Properties=species:S:1:pos:R:3:mulliken_charge:R:1 method="wB97M-V/def2-TZVPD" lumo_ev=-0.34 max_force_ev_per_a=4.4 energy_ev=-95846.5958 charge=0 e_above_lowest_ev=1.266 homo_ev=-6.50 homo_lumo_gap_ev=6.163
Sr 0.23 -1.11 -1.61 1.2920
O 2.50 2.52 -1.41 -0.7660
S 1.23 2.05 -0.83 1.4558
C 1.29 2.49 0.93 0.1113
C 1.77 3.76 1.22 -0.4547
C 1.93 4.16 2.54 -0.8138
C 1.61 3.27 3.56 -0.8868
C 1.15 2.00 3.26 -0.3022
C 0.98 1.57 1.94 -0.6542
P 0.44 -0.18 1.63 2.8723
C -1.21 -0.13 2.42 0.4536
C -1.81 -1.31 2.82 -0.5394
C -3.10 -1.32 3.32 -0.8605
C -3.83 -0.15 3.40 -0.6506
C -3.25 1.04 2.98 -0.7413
C -1.95 1.05 2.50 -0.6105
C 1.52 -1.03 2.81 0.4289
C 2.83 -1.24 2.37 -0.9428
C 3.75 -1.86 3.20 -0.5414
C 3.38 -2.29 4.46 -0.6375
C 2.08 -2.09 4.90 -0.7381
C 1.15 -1.47 4.08 -0.2137
C -0.01 3.21 -1.48 -0.4337
C 0.44 4.48 -1.83 -1.0476
C -0.45 5.41 -2.36 -0.9434
C -1.78 5.07 -2.55 -0.8470
C -2.21 3.78 -2.27 -0.7694
C -1.33 2.83 -1.76 0.9219
P -1.87 1.09 -1.53 2.7879
C -3.64 1.04 -1.86 -0.4422
C -4.43 0.77 -0.74 -0.4376
C -5.81 0.70 -0.86 -0.5272
C -6.40 0.87 -2.10 -0.5767
C -5.62 1.13 -3.22 -0.7569
C -4.24 1.21 -3.10 -0.1469
C -1.13 0.26 -3.15 -2.0499
C -1.63 -1.03 -3.48 0.1846
C -0.81 -1.99 -4.10 -0.5756
C 0.50 -1.68 -4.42 -0.7368
C 0.98 -0.38 -4.23 -0.6988
C 0.16 0.59 -3.64 0.6151
H 2.06 4.42 0.42 0.3404
H 2.31 5.14 2.77 0.4100
H 1.72 3.57 4.59 0.4463
H 0.93 1.31 4.06 0.4540
H -1.28 -2.26 2.74 0.6678
H -3.55 -2.26 3.62 0.4208
H -4.85 -0.16 3.78 0.4116
H -3.81 1.97 3.03 0.4504
H -1.53 2.00 2.19 0.2712
H 3.13 -0.91 1.38 0.3181
H 4.76 -2.01 2.83 0.4729
H 4.10 -2.78 5.10 0.3811
H 1.78 -2.43 5.89 0.4257
H 0.14 -1.32 4.44 0.4396
H 1.49 4.70 -1.71 0.5052
H -0.09 6.40 -2.62 0.4086
H -2.47 5.80 -2.94 0.4455
H -3.24 3.52 -2.46 0.4478
H -3.96 0.60 0.23 0.0844
H -6.41 0.49 0.01 0.4719
H -7.47 0.80 -2.20 0.3959
H -6.08 1.25 -4.19 0.4141
H -3.63 1.41 -3.97 0.4432
H -2.62 -1.32 -3.15 0.4307
H -1.22 -2.97 -4.31 0.4094
H 1.14 -2.44 -4.86 0.4449
H 1.98 -0.11 -4.53 0.3786
H 0.53 1.60 -3.55 0.5757
N -1.74 -5.20 0.28 -0.4815
C -0.95 -4.12 -0.05 0.5551
S -1.89 -2.66 -0.36 -0.4834
N 0.33 -4.36 -0.06 -1.2690
N 1.16 -3.34 -0.47 0.7536
C 2.40 -3.62 -0.27 -0.8291
C 3.59 -2.84 -0.59 1.2858
C 4.83 -3.47 -0.37 -0.7162
C 6.02 -2.80 -0.57 -0.8196
C 5.99 -1.47 -0.98 -0.5249
C 4.80 -0.81 -1.19 -0.7073
C 3.56 -1.47 -1.01 -0.9326
O 2.44 -0.85 -1.15 0.3488
H -2.68 -4.99 0.58 0.2360
H -1.26 -5.97 0.71 0.2342
H 2.62 -4.59 0.18 0.1850
H 4.84 -4.50 -0.03 0.3805
H 6.96 -3.31 -0.40 0.3811
H 6.92 -0.94 -1.12 0.4104
H 4.76 0.23 -1.49 0.4474

---

(2)
97
Properties=species:S:1:pos:R:3:lowdin_spin:R:1 method="wB97M-V/def2-TZVPD" lumo_ev="-0.08 / -0.58" max_force_ev_per_a=3.4 s2=3.7885 energy_ev=-185435.2074 charge=0 spin_multiplicity=4 e_above_lowest_ev=0.019 homo_ev="-5.38 / -7.42" homo_lumo_gap_ev="5.304 / 6.834"
Ti 0.66 -0.77 -0.36 1.6161
C -1.16 -2.55 6.02 0.0000
C -0.06 -3.34 5.51 0.0000
C 0.47 -4.34 6.33 0.0000
C 1.49 -5.10 5.81 0.0001
C 1.87 -4.95 4.47 0.0001
C 1.26 -3.96 3.73 0.0009
N 0.39 -3.10 4.23 0.0001
Sb 1.59 -3.77 1.52 0.0023
C -0.51 -3.28 1.26 0.0134
C -1.42 -4.18 1.78 -0.0012
C -2.79 -3.93 1.64 0.0102
C -3.19 -2.95 0.77 -0.0002
C -2.22 -2.20 0.14 0.0116
C -2.63 -1.34 -1.00 0.0033
N -0.90 -2.29 0.43 0.0151
C 2.38 -1.87 2.06 0.0080
C 3.32 -1.94 2.99 -0.0003
C 3.90 -0.72 3.44 0.0046
C 3.51 0.45 2.86 -0.0006
C 2.36 0.45 2.02 0.0070
C 1.78 1.75 1.52 0.0063
N 1.84 -0.70 1.56 0.0112
H -1.30 -1.73 5.32 0.0000
H -0.97 -2.21 7.06 0.0000
H -2.12 -3.10 5.97 0.0000
H 0.14 -4.45 7.35 0.0000
H 2.03 -5.87 6.33 0.0000
H 2.65 -5.60 4.08 0.0000
H -1.06 -5.01 2.43 -0.0003
H -3.59 -4.53 2.09 0.0007
H -4.22 -2.87 0.50 -0.0001
H -3.69 -1.50 -1.25 0.0003
H -2.06 -1.58 -1.88 0.0009
H -2.40 -0.30 -0.81 0.0017
H 3.67 -2.90 3.39 -0.0001
H 4.74 -0.79 4.05 0.0004
H 4.03 1.39 3.09 -0.0001
H 2.48 2.55 1.76 0.0004
H 0.82 1.94 2.00 0.0005
H 1.76 1.72 0.43 0.0021
Cl 2.00 -3.59 -6.96 -0.0009
C 1.48 -2.63 -5.62 0.0033
C 1.03 -1.36 -5.76 0.0210
C 0.61 -0.64 -4.60 -0.0038
C 0.60 -1.24 -3.33 0.0192
O 0.13 -0.68 -2.31 0.0194
C 1.32 -2.57 -3.23 0.0104
C 1.62 -3.19 -1.95 0.0974
O 1.54 -2.57 -0.91 0.0334
C 1.61 -3.24 -4.38 0.0216
H 1.00 -0.86 -6.72 0.0015
H 0.32 0.43 -4.73 -0.0003
H 1.89 -4.27 -1.90 0.0043
H 2.18 -4.15 -4.24 0.0005
O -0.67 0.67 0.31 0.2321
C -1.19 1.80 0.23 0.2506
C -1.79 2.66 1.16 0.0402
C -1.94 2.79 2.54 0.1618
C -2.83 3.74 3.05 0.0059
C -3.41 4.65 2.19 0.1664
C -3.23 4.59 0.78 0.0053
C -2.43 3.65 0.34 0.0699
P -1.60 3.00 -1.11 0.0456
C -0.24 4.00 -1.73 0.0074
C 0.77 3.32 -2.36 0.0032
C 1.91 3.97 -2.83 -0.0003
C 2.09 5.34 -2.53 0.0026
C 1.06 6.07 -1.93 0.0005
C -0.08 5.38 -1.46 0.0047
C -2.64 2.37 -2.46 0.0048
C -3.98 2.14 -2.16 0.0023
C -4.82 1.63 -3.13 0.0007
C -4.32 1.35 -4.38 0.0008
C -3.04 1.65 -4.68 0.0010
C -2.17 2.22 -3.74 0.0012
H -1.47 2.06 3.17 0.0101
H -3.12 3.75 4.10 -0.0036
H -3.98 5.50 2.59 0.0093
H -3.74 5.24 0.07 -0.0027
H 0.75 2.21 -2.49 0.0002
H 2.64 3.37 -3.35 -0.0001
H 3.04 5.75 -2.88 0.0002
H 1.12 7.12 -1.64 0.0000
H -0.90 5.87 -0.94 0.0009
H -4.42 2.45 -1.23 0.0003
H -5.89 1.47 -3.02 0.0000
H -4.96 0.84 -5.06 0.0000
H -2.65 1.35 -5.66 0.0001
H -1.22 2.51 -4.15 0.0001
F 2.44 0.25 -0.92 0.0368
As 4.24 0.49 -1.39 0.0000
F 3.60 1.21 -2.83 0.0001
F 4.04 2.02 -0.54 0.0001
F 5.83 0.88 -1.92 0.0000
F 4.77 -0.22 0.10 0.0000
F 4.28 -1.08 -2.09 0.0002

---

(3)
99
Properties=species:S:1:pos:R:3:lowdin_spin:R:1 method="wB97M-V/def2-TZVPD" lumo_ev="2.52 / 1.49" max_force_ev_per_a=1.0 s2=8.7804 energy_ev=-120609.9542 charge=-1 spin_multiplicity=6 homo_ev="-1.72 / -5.46" homo_lumo_gap_ev="4.246 / 6.950"
Ru -1.33 -0.25 0.56 3.2406
C 1.31 1.96 2.06 0.0108
N 1.60 0.55 1.77 0.0412
P 0.41 -0.45 2.61 0.1807
C 0.90 -2.16 2.45 0.0569
C 2.18 -2.63 2.77 0.0790
C 2.49 -3.98 2.66 0.0102
C 1.53 -4.89 2.26 0.0836
C 0.24 -4.44 1.95 0.0188
C -0.06 -3.10 2.05 0.0541
C 0.98 -0.08 4.35 0.0559
C 2.27 0.33 4.69 0.0098
C 2.62 0.48 6.02 0.0039
C 1.69 0.23 7.03 0.0001
C 0.41 -0.18 6.69 0.0008
C 0.06 -0.34 5.36 0.0070
P 1.20 0.18 0.09 0.2238
C 2.35 1.38 -0.74 0.0631
C 3.60 1.76 -0.26 0.0119
C 4.42 2.59 -1.01 0.0043
C 4.00 3.05 -2.25 0.0015
C 2.75 2.68 -2.74 0.0011
C 1.93 1.85 -1.98 0.0087
C 1.92 -1.40 -0.31 0.0611
C 1.13 -2.41 -0.89 0.0536
C 1.69 -3.61 -1.27 0.0200
C 3.05 -3.85 -1.08 0.0655
C 3.84 -2.86 -0.52 0.0056
C 3.29 -1.65 -0.14 0.0555
H 1.40 2.15 3.13 0.0015
H 0.30 2.26 1.75 0.0003
H 2.03 2.61 1.55 0.0024
H 2.95 -1.93 3.09 0.0070
H 3.49 -4.32 2.89 -0.0017
H 1.78 -5.94 2.17 0.0077
H -0.52 -5.14 1.64 0.0000
H -1.08 -2.77 1.81 0.0080
H 2.99 0.52 3.91 0.0014
H 3.62 0.80 6.28 0.0007
H 1.97 0.35 8.06 0.0000
H -0.32 -0.38 7.46 0.0002
H -0.94 -0.66 5.10 0.0033
H 3.93 1.42 0.72 0.0015
H 5.40 2.87 -0.63 0.0007
H 4.64 3.69 -2.84 0.0001
H 2.41 3.03 -3.70 0.0001
H 0.97 1.55 -2.37 0.0033
H 0.06 -2.25 -1.03 0.0090
H 1.05 -4.37 -1.70 -0.0003
H 3.49 -4.79 -1.38 0.0067
H 4.90 -3.03 -0.36 -0.0014
H 3.92 -0.89 0.32 0.0051
F -3.88 4.15 3.72 0.0012
C -2.87 3.65 3.01 0.0033
F -1.94 3.20 3.85 0.0004
F -2.34 4.64 2.28 0.0003
S -3.44 2.33 1.87 0.0077
O -2.20 1.86 1.27 0.0510
O -4.41 2.93 1.02 0.0024
N -4.02 1.35 2.94 0.0002
S -4.15 -0.20 2.83 0.0076
O -2.95 -0.84 2.29 0.0567
O -5.41 -0.67 2.36 0.0029
C -4.10 -0.64 4.63 0.0028
F -5.32 -0.55 5.16 0.0009
F -3.29 0.14 5.32 0.0007
F -3.68 -1.90 4.75 0.0005
C -1.93 -0.11 -1.45 0.0836
C -1.49 0.24 -2.59 0.0544
C -1.01 0.56 -3.79 0.0502
C -0.24 -0.45 -4.55 0.0051
C 0.75 -0.07 -5.46 0.0074
C 1.51 -1.03 -6.12 -0.0005
C 1.30 -2.38 -5.89 0.0078
C 0.32 -2.76 -4.98 -0.0006
C -0.44 -1.81 -4.32 0.0080
C -1.19 1.95 -4.29 0.0059
C -1.20 3.02 -3.39 0.0065
C -1.41 4.32 -3.84 -0.0004
C -1.62 4.57 -5.19 0.0066
C -1.61 3.51 -6.09 -0.0002
C -1.41 2.21 -5.64 0.0064
H 0.95 0.98 -5.63 0.0002
H 2.28 -0.71 -6.81 -0.0002
H 1.89 -3.12 -6.40 0.0005
H 0.15 -3.81 -4.77 -0.0002
H -1.20 -2.12 -3.61 0.0007
H -1.05 2.83 -2.34 0.0003
H -1.41 5.13 -3.13 -0.0002
H -1.78 5.58 -5.54 0.0005
H -1.78 3.69 -7.14 -0.0002
H -1.42 1.39 -6.35 0.0002
C -5.52 -0.41 -0.79 0.0006
O -4.20 0.14 -0.83 0.0170
C -3.22 -0.75 -1.09 0.0301
O -3.35 -1.95 -0.98 0.0864
H -6.15 0.38 -0.40 0.0000
H -5.56 -1.28 -0.14 0.0000
H -5.83 -0.68 -1.81 0.0010

---

(4)
89
Properties=species:S:1:pos:R:3:mulliken_charge:R:1 method="wB97M-V/def2-TZVPD" lumo_ev="-9.26 / -9.20" max_force_ev_per_a=5.5 energy_ev=-86145.4530 charge=+2 e_above_lowest_ev=0.000 homo_ev="-13.55 / -13.58" homo_lumo_gap_ev="4.294 / 4.389"
La -0.08 -0.12 -0.29 0.9453
P 1.49 0.79 -2.40 1.4998
C 2.14 0.45 1.35 0.0725
O 3.07 0.48 2.03 -0.2658
P -0.47 -2.30 1.35 1.5003
C 2.51 2.16 -1.83 0.2673
C 0.07 1.55 -3.24 0.1385
C 2.42 -0.25 -3.50 0.5287
C 0.44 -3.84 1.43 0.9624
C -0.52 -1.54 3.01 0.4385
C -2.22 -2.57 0.91 0.8079
C 3.87 2.23 -2.17 -0.9507
C 4.63 3.30 -1.73 -0.6229
C 4.07 4.29 -0.92 -0.7535
C 2.74 4.18 -0.52 -0.6578
C 1.96 3.14 -0.98 0.0049
H 4.31 1.42 -2.76 0.4218
H 5.66 3.38 -2.04 0.4469
H 4.66 5.15 -0.60 0.4055
H 2.30 4.91 0.15 0.4783
H 0.93 3.03 -0.65 0.3166
C 3.44 -1.08 -3.00 -0.3354
C 4.18 -1.85 -3.88 -0.6807
C 3.92 -1.82 -5.25 -0.6174
C 2.86 -1.04 -5.73 -0.6691
C 2.09 -0.27 -4.86 -0.5328
H 3.59 -1.13 -1.93 0.4794
H 4.98 -2.47 -3.49 0.4394
H 4.54 -2.40 -5.94 0.4093
H 2.64 -1.02 -6.78 0.4367
H 1.23 0.31 -5.21 0.4660
C 0.25 2.80 -3.85 -0.4598
C -0.77 3.38 -4.59 -0.7033
C -2.00 2.75 -4.73 -0.6715
C -2.21 1.53 -4.08 -0.7124
C -1.20 0.93 -3.34 -0.5109
H 1.20 3.32 -3.72 0.4787
H -0.60 4.33 -5.08 0.4667
H -2.79 3.19 -5.34 0.4202
H -3.17 1.03 -4.17 0.4593
H -1.37 -0.03 -2.84 0.7263
C -1.63 -0.79 3.43 -0.2087
C -1.67 -0.25 4.70 -0.8378
C -0.59 -0.39 5.57 -0.6821
C 0.56 -1.04 5.12 -0.7271
C 0.61 -1.59 3.85 -0.6156
H -2.46 -0.61 2.73 0.3885
H -2.56 0.27 5.02 0.4975
H -0.65 0.00 6.60 0.4255
H 1.41 -1.13 5.78 0.4688
H 1.53 -2.04 3.48 0.4840
C 1.78 -3.93 1.01 -0.1520
C 2.45 -5.14 1.09 -0.7085
C 1.81 -6.27 1.59 -0.6142
C 0.47 -6.17 1.99 -0.6417
C -0.23 -4.97 1.90 -0.7403
H 2.25 -3.05 0.59 0.2513
H 3.47 -5.19 0.76 0.4311
H 2.35 -7.21 1.67 0.4032
H -0.04 -7.04 2.37 0.4400
H -1.28 -4.90 2.16 0.3279
C -3.05 -3.18 1.86 -0.5229
C -4.37 -3.49 1.54 -0.9139
C -4.91 -3.14 0.30 -0.7154
C -4.10 -2.47 -0.61 -0.7592
C -2.78 -2.17 -0.32 -0.3751
H -2.67 -3.40 2.86 0.4964
H -4.98 -4.02 2.25 0.4376
H -5.94 -3.40 0.04 0.4229
H -4.50 -2.17 -1.57 0.4861
H -2.16 -1.65 -1.06 0.2957
H 1.33 -1.54 -0.80 0.0561
H 0.12 -1.70 -1.65 0.2489
O 0.86 2.28 1.61 -0.6549
C -0.41 2.41 1.61 0.6671
N -1.12 1.61 0.74 0.4266
S -2.74 1.82 0.66 0.7940
O -3.01 2.32 -0.70 -0.6186
O -3.40 0.63 1.01 -0.5545
C -2.57 3.02 1.93 0.2346
C -3.64 3.69 2.52 -0.7952
C -3.37 4.64 3.52 -0.6150
C -2.03 4.91 3.93 -0.6006
C -0.96 4.22 3.36 -0.5127
C -1.30 3.25 2.37 0.1019
H -4.63 3.45 2.14 0.5229
H -4.25 5.18 3.97 0.3928
H -1.87 5.66 4.69 0.4658
H 0.10 4.39 3.62 0.5257

---

(5)
92
Properties=species:S:1:pos:R:3:mulliken_charge:R:1 method="wB97M-V/def2-TZVPD" lumo_ev=-3.04 max_force_ev_per_a=0.3 energy_ev=-220576.6389 charge=+1 e_above_lowest_ev=0.000 homo_ev=-10.25 homo_lumo_gap_ev=7.210
Tl -0.70 0.07 -1.01 1.8596
C -1.52 -0.44 3.54 -1.3442
C -1.51 -0.62 2.04 0.8346
N -0.83 0.24 1.33 0.7801
N 0.05 1.00 2.09 -0.5015
C 0.47 2.11 1.63 -0.3359
S -0.23 2.78 0.14 0.2549
S 1.66 3.01 2.59 -0.0670
C 0.49 3.71 3.81 -1.2792
C -0.68 4.40 3.16 0.6740
C -0.50 5.59 2.45 -0.3146
C -1.56 6.16 1.77 -0.6438
C -2.81 5.56 1.79 -0.4897
C -3.00 4.38 2.50 -0.8176
C -1.94 3.81 3.18 -0.0444
C -2.26 -1.74 1.48 0.2296
C -2.49 -2.84 2.34 -1.3171
C -3.25 -3.92 1.96 -1.2141
C -3.88 -3.90 0.71 -0.3039
C -3.68 -2.86 -0.15 -0.3634
C -2.82 -1.78 0.17 0.9406
O -2.63 -0.87 -0.75 -0.8648
H -1.60 0.62 3.78 -0.1013
H -2.36 -0.96 3.99 0.6765
H -0.58 -0.79 3.97 0.1913
H 0.16 2.91 4.47 0.3733
H 1.10 4.41 4.39 0.5486
H 0.48 6.05 2.43 0.4507
H -1.41 7.09 1.23 0.4346
H -3.64 6.01 1.25 0.4504
H -3.98 3.92 2.53 0.4741
H -2.09 2.89 3.74 0.2225
H -2.03 -2.85 3.32 0.4344
H -3.38 -4.76 2.64 0.4455
H -4.52 -4.72 0.42 0.4299
H -4.14 -2.83 -1.13 0.4950
Se -0.41 1.12 -3.31 -0.0630
Se 1.14 4.26 -0.63 0.0565
C 2.37 3.18 -1.64 0.6463
C 2.99 3.83 -2.70 -0.9669
C 3.92 3.13 -3.44 -0.5080
C 4.18 1.81 -3.10 -0.9813
C 3.50 1.26 -2.04 0.0593
N 2.60 1.92 -1.30 0.1293
C -2.03 2.07 -2.94 0.5644
C -2.63 2.89 -3.89 -0.8273
C -3.80 3.52 -3.55 -0.3356
C -4.35 3.33 -2.28 -0.8440
C -3.68 2.50 -1.41 -0.4798
N -2.53 1.89 -1.73 -0.0028
H 2.74 4.86 -2.93 0.3959
H 4.43 3.61 -4.27 0.4317
H 4.89 1.22 -3.65 0.4780
H 3.68 0.23 -1.75 0.3525
H -2.18 3.01 -4.87 0.4731
H -4.30 4.16 -4.27 0.4131
H -5.27 3.80 -1.99 0.4476
H -4.05 2.31 -0.41 0.5429
C -0.61 -6.40 -1.18 -0.6261
C -1.30 -5.32 -1.70 -0.6663
C -0.86 -4.03 -1.45 -0.3829
C 0.27 -3.82 -0.68 0.5940
C 0.98 -4.90 -0.16 -0.3037
C 0.53 -6.19 -0.41 -0.7860
P 0.88 -2.12 -0.55 0.7276
C 2.22 -2.07 -1.78 0.7136
C 1.89 -1.72 -3.08 -0.5434
C 2.87 -1.71 -4.07 -0.9256
C 4.17 -2.06 -3.75 -0.6053
C 4.50 -2.43 -2.45 -0.6879
C 3.53 -2.44 -1.47 -0.3183
C 1.65 -1.89 1.07 0.3874
C 1.25 -2.62 2.18 -0.6726
C 1.81 -2.37 3.42 -1.0000
C 2.77 -1.37 3.56 -0.6941
C 3.16 -0.62 2.46 -0.7155
C 2.59 -0.87 1.22 -0.3983
H -0.95 -7.41 -1.37 0.4290
H -2.19 -5.48 -2.31 0.4739
H -1.41 -3.19 -1.86 0.3575
H 1.88 -4.75 0.42 0.4181
H 1.08 -7.03 0.00 0.4636
H 0.87 -1.45 -3.35 0.7406
H 2.61 -1.44 -5.08 0.4591
H 4.94 -2.06 -4.52 0.4668
H 5.51 -2.71 -2.21 0.4683
H 3.79 -2.72 -0.45 0.3823
H 0.49 -3.39 2.08 0.4900
H 1.51 -2.95 4.28 0.4832
H 3.21 -1.18 4.53 0.4247
H 3.89 0.17 2.57 0.5253
H 2.88 -0.26 0.38 0.1413